(1)
{"formula": "C5H13NO", "method": "wB97M-V/def2-TZVPD", "elements": ["H", "H", "H", "H", "H", "H", "H", "C", "H", "C", "C", "O", "H", "H", "C", "H", "C", "H", "N", "H"], "coordinates": [[-0.1858, -0.7422, -2.2946], [-0.1614, -1.4404, -0.1082], [2.1203, -1.0394, 1.5961], [0.4363, 1.2805, -0.9908], [-1.8182, 1.0723, -1.9671], [-2.3781, 0.2390, -0.4616], [-0.7469, 0.2478, 1.4013], [2.4137, -0.0084, 1.5059], [0.9268, 1.1134, 2.5278], [-1.5387, 0.3980, -1.1442], [-1.0938, -0.9257, -1.7186], [-0.8217, -1.8604, -0.6809], [1.4355, 1.8596, 1.0186], [3.0629, 0.3061, 2.3285], [-0.4311, 1.1223, -0.3701], [-0.8487, 2.0701, 0.0031], [1.1883, 0.9105, 1.4892], [3.0686, 0.2115, 0.6569], [0.0441, 0.3102, 0.7967], [-1.8264, -1.4532, -2.3339]], "forces_ev_per_angstrom": [[0.1, -0.1, -0.4], [-0.1, 0.1, 0.2], [0.1, -0.4, -0.1], [0.2, 0.3, -0.4], [-0.3, -0.2, 0.2], [-0.2, 0.1, -0.2], [-0.4, -0.2, 0.6], [0.6, 1.5, 0.0], [-0.2, 0.1, 0.0], [0.2, 0.5, -0.1], [0.3, -0.6, 0.6], [0.1, -0.2, -0.1], [0.1, 0.2, 0.1], [-0.2, -0.4, 0.3], [-0.4, -0.8, 1.0], [0.3, 0.1, -0.3], [0.0, -0.4, 0.3], [-0.4, -0.6, -0.4], [0.1, 0.6, -1.2], [-0.1, 0.5, -0.2]], "total_charge": 0, "relative_energy_kj_mol": 109.6, "homo_energy_ev": -9.09, "total_energy_ev": -8932.8753, "largest_force_ev_per_a": 1.62}

(2)
{"formula": "C36H33Cl3MoN6OS6Sb", "method": "wB97M-V/def2-TZVPD", "elements": ["C", "C", "C", "N", "C", "C", "H", "C", "H", "H", "H", "S", "H", "C", "H", "C", "C", "C", "H", "Cl", "H", "C", "H", "C", "N", "H", "H", "C", "H", "C", "H", "H", "C", "S", "H", "H", "H", "C", "H", "C", "H", "C", "H", "C", "H", "H", "C", "C", "C", "N", "H", "C", "H", "N", "O", "Mo", "Cl", "H", "C", "N", "Cl", "H", "C", "C", "H", "C", "C", "H", "H", "S", "C", "Sb", "C", "C", "C", "S", "H", "C", "C", "N", "H", "S", "S", "C", "H", "C", "H"], "coordinates": [[-4.4806, 3.4353, -2.4102], [-0.2158, -2.6686, -4.3315], [-4.1958, 2.2555, -3.1148], [3.6210, -1.0130, -2.3103], [-0.6675, -0.0042, -4.9979], [2.3437, 2.1235, 5.5802], [1.9433, 4.1330, -1.7704], [-2.9744, 2.6826, -0.7055], [-5.1724, 4.1633, -2.8146], [-1.9750, -4.6990, -2.2075], [4.9725, 1.1354, 0.8191], [2.4843, -2.0616, 2.2729], [-3.1144, 0.4352, -3.1939], [3.1501, 1.2980, -0.3759], [-0.5801, -0.6510, -7.0300], [1.9725, 3.1481, -1.3257], [1.4857, -0.0872, 4.8470], [-1.5998, 3.4054, 2.7878], [4.0586, -3.3210, 0.0841], [-0.1893, -2.0596, -1.6822], [2.9663, -4.6998, -1.7002], [-2.6401, 1.5200, -1.3902], [2.1010, -0.0188, 3.9533], [3.7987, -2.8970, -0.8749], [0.7678, 1.2189, -0.6257], [-0.5532, 0.5156, 6.5877], [-2.2668, -4.4002, -0.1040], [3.1659, 2.5744, -0.9128], [3.0243, 1.6145, 6.2675], [0.1499, 2.0087, 4.3954], [2.8660, 2.2734, 4.6334], [4.1027, 3.1067, -1.0251], [-3.1564, -2.6686, -0.7949], [-2.6711, 4.1115, 1.6396], [0.6243, -0.7061, 4.5877], [2.7670, -1.3977, -4.1366], [-1.7090, 4.8642, 4.3669], [3.0649, -1.8359, -3.1887], [-2.9854, -4.3922, -3.6217], [-0.4136, 3.2192, 4.8257], [1.0186, 0.5332, 7.3964], [-3.3072, 1.3314, -2.6180], [0.0084, -3.6889, -4.0550], [0.3674, 1.0880, 6.7171], [-3.6949, -2.4009, -2.6807], [-2.4299, -3.0970, 0.9923], [-0.5226, -0.9518, -5.9934], [-0.1458, 1.5226, 3.1259], [3.1859, -3.6496, -1.8596], [2.8253, -3.1344, -3.0336], [1.8663, -0.3132, 0.2233], [-2.3462, 2.7920, 0.5781], [2.1108, 3.1049, 5.9995], [-2.7295, -3.5196, 0.1237], [-0.7473, 0.5347, -2.6853], [-1.1508, 0.2057, -0.5633], [-0.1296, -3.4703, -6.9198], [2.0648, -0.6193, 5.6051], [-1.2803, 3.9280, 4.0328], [-1.5228, 1.8605, 1.0091], [-0.9263, 1.6574, -5.4319], [-0.1553, 2.8421, -1.4975], [1.9165, 0.6671, -0.2347], [-0.6070, -0.3317, -3.6241], [-4.6760, 2.0742, -4.0696], [4.6598, -0.6731, -0.1519], [1.0786, 1.2807, 5.3688], [-0.1616, 3.6091, 5.8031], [0.1147, 2.0339, 7.1982], [0.8753, -2.5342, 1.1490], [-0.3060, -2.2792, -5.6570], [0.1073, -4.7840, 2.1288], [-2.9755, -4.4095, -2.5341], [3.9949, -1.5479, -1.1415], [4.3561, 0.5956, 0.1073], [-0.4220, -5.9419, 0.2361], [0.2929, 0.6034, 2.7716], [-1.0584, 2.2070, 2.3091], [0.7967, 2.4427, -1.1732], [-3.3064, -3.0835, -2.0526], [5.4605, -1.1368, 0.4128], [-0.8231, -1.3196, 1.4678], [-3.5236, -1.0292, -0.3991], [-3.8729, 3.6454, -1.1993], [-3.6902, -5.1571, -2.1806], [-0.3734, -1.6929, -3.3709], [-4.0862, 4.5452, -0.6319]], "forces_ev_per_angstrom": [[0.0, 0.0, 0.0], [0.0, 0.0, 0.0], [0.0, 0.0, 0.0], [0.0, 0.0, 0.0], [0.0, 0.1, 0.0], [0.0, 0.0, 0.0], [0.0, 0.0, 0.0], [0.0, 0.0, 0.1], [0.0, 0.0, 0.0], [0.0, 0.0, 0.0], [0.0, 0.0, 0.0], [-0.2, -0.1, 0.0], [0.0, 0.0, 0.0], [0.0, -0.1, 0.0], [0.0, 0.0, 0.0], [0.0, 0.0, 0.0], [0.0, 0.0, 0.0], [0.0, 0.0, 0.1], [0.0, 0.0, 0.0], [0.1, -0.1, -0.1], [0.0, 0.0, 0.0], [0.2, 0.0, 0.0], [0.0, 0.0, 0.0], [0.0, 0.0, 0.0], [0.3, 0.1, 0.1], [0.0, 0.0, 0.0], [0.0, -0.1, 0.0], [0.0, 0.0, 0.0], [0.0, 0.0, 0.0], [0.0, 0.0, 0.0], [0.0, 0.0, 0.0], [0.0, 0.0, 0.0], [0.1, -0.1, 0.1], [0.0, 0.1, 0.0], [0.0, 0.0, 0.0], [0.0, 0.0, 0.0], [0.0, 0.0, 0.0], [-0.1, 0.0, 0.0], [0.0, 0.0, 0.0], [0.0, 0.0, 0.0], [0.0, 0.0, 0.0], [0.0, 0.0, 0.0], [0.0, 0.0, 0.0], [0.0, 0.0, 0.0], [0.1, 0.0, 0.0], [0.0, 0.1, 0.1], [0.0, 0.0, 0.0], [-0.1, 0.0, 0.0], [0.0, 0.0, 0.0], [0.0, 0.0, 0.0], [0.0, 0.0, 0.0], [-0.1, -0.1, -0.1], [0.0, 0.0, 0.0], [-0.1, 0.0, -0.2], [0.1, 0.0, 0.2], [-0.9, -0.1, -0.6], [0.0, 0.0, 0.0], [0.0, 0.0, 0.0], [0.0, 0.0, 0.0], [0.0, 0.1, 0.2], [0.0, 0.0, 0.0], [0.0, 0.0, 0.0], [0.0, 0.0, 0.0], [0.0, -0.1, -0.1], [0.0, 0.0, 0.0], [0.0, 0.0, 0.0], [0.0, 0.0, 0.0], [0.0, 0.0, 0.0], [0.0, 0.0, 0.0], [0.0, 0.1, -0.1], [0.0, 0.0, 0.0], [0.1, 0.0, 0.2], [0.0, 0.0, 0.0], [0.0, 0.0, 0.0], [-0.1, 0.0, 0.0], [-0.1, 0.0, -0.1], [0.0, 0.0, 0.0], [0.1, 0.0, -0.2], [0.0, 0.0, 0.0], [-0.1, 0.0, 0.0], [0.0, 0.0, 0.0], [0.4, 0.0, 0.4], [0.2, 0.1, -0.1], [0.0, 0.0, 0.0], [0.0, 0.0, 0.0], [0.0, 0.0, 0.1], [0.0, 0.0, 0.0]], "total_charge": -1, "relative_energy_kj_mol": 209.8, "homo_energy_ev": [-3.90, -4.26], "total_energy_ev": -159833.3381, "spin_multiplicity": 3, "largest_force_ev_per_a": 1.07}

(3)
{"formula": "C13H6BrN2O6V", "method": "wB97M-V/def2-TZVPD", "elements": ["C", "C", "N", "H", "O", "C", "C", "C", "H", "C", "H", "C", "H", "C", "C", "C", "O", "O", "Br", "H", "C", "V", "O", "C", "N", "O", "H", "C", "O"], "coordinates": [[-0.0018, 2.5687, -1.7677], [2.2817, -2.1593, 0.5992], [0.0035, 4.1769, -3.5247], [0.0048, 2.1497, -3.8833], [1.7284, -1.4278, -0.4462], [0.0007, 5.1289, -2.5980], [1.1620, -2.6495, 1.4725], [-0.0050, 3.5669, -0.7894], [0.0042, -4.4861, 4.0323], [-1.2115, -3.4649, 2.5900], [-0.0080, 3.3222, 0.2637], [0.0019, 2.9178, -3.1191], [2.1688, -3.7816, 2.9884], [-1.1599, -2.6540, 1.4721], [0.0033, -3.8516, 3.1564], [-0.0024, 1.1759, -1.3955], [-1.7296, -1.4342, -0.4474], [-0.0041, 0.7884, -0.1466], [-0.0076, 6.3014, -0.0079], [-2.1630, -3.7891, 2.9875], [1.2166, -3.4604, 2.5902], [-0.0008, -1.0207, -0.6542], [-0.0010, 0.1972, -2.2128], [-0.0037, 4.8729, -1.2254], [0.0004, -2.2553, 0.9853], [-3.4365, -2.3645, 0.7173], [0.0016, 6.1526, -2.9540], [-2.2808, -2.1673, 0.5979], [3.4378, -2.3533, 0.7194]], "forces_ev_per_angstrom": [[0.0, 0.0, 0.0], [0.0, 0.2, -0.3], [0.0, 0.0, 0.0], [0.0, 0.0, 0.0], [-0.2, -0.3, 0.2], [0.0, 0.0, 0.0], [0.1, -0.1, 0.2], [0.0, 0.0, -0.1], [0.0, 0.0, 0.0], [0.0, 0.0, -0.1], [0.0, 0.0, 0.0], [0.0, 0.0, 0.0], [0.0, 0.0, 0.0], [-0.1, -0.1, 0.2], [0.0, 0.0, 0.0], [0.0, -0.1, 0.2], [0.2, -0.3, 0.2], [0.0, 0.1, 0.1], [0.0, 0.0, 0.0], [0.0, 0.0, 0.0], [0.0, 0.0, 0.0], [0.0, 0.6, -0.4], [0.0, -0.2, -0.1], [0.0, 0.0, 0.0], [0.0, 0.0, -0.1], [0.0, 0.0, 0.1], [0.0, 0.0, 0.0], [0.0, 0.2, -0.3], [0.0, 0.0, 0.1]], "total_charge": 1, "homo_energy_ev": [-12.53, -12.53], "total_energy_ev": -124569.6266, "spin_multiplicity": 2, "largest_force_ev_per_a": 0.68}